No. 1
Computed, not measured: a structure of composition C43H45BF4N3O3SSbSiTl, with wB97M-V/def2-TZVPD.

Geometry as XYZ:
```
103
Properties=species:S:1:pos:R:3:forces:R:3:lowdin_charge:R:1
Tl -0.440693 -0.946939 0.253235 -0.293 0.354 -0.094 0.957
C -2.081876 -4.337230 3.265257 0.008 0.004 -0.009 -0.041
C -1.711857 -3.712949 2.055479 0.031 -0.007 0.052 -0.107
N -1.847353 -2.425896 1.861883 -0.002 -0.034 0.015 0.076
C -2.364244 -1.643030 2.843728 0.037 0.032 -0.034 -0.167
C -2.699379 -2.168401 4.108357 -0.009 -0.007 0.005 -0.168
C -2.552172 -3.563988 4.285398 0.004 0.003 0.013 -0.018
C -3.153414 -1.303752 5.133283 0.004 -0.003 -0.005 -0.063
C -3.253733 0.033308 4.873729 0.003 0.005 0.004 -0.087
C -2.957765 0.563988 3.603897 -0.013 0.008 -0.012 -0.040
C -2.543277 -0.238641 2.554642 0.031 -0.013 -0.006 -0.235
N -2.230089 0.180917 1.287445 -0.114 -0.108 -0.018 -0.009
C -2.959753 1.099598 0.604005 0.035 0.016 -0.017 -0.222
C -4.144448 1.708139 1.007986 0.013 -0.020 0.016 -0.029
C -4.859618 2.578292 0.167159 -0.016 -0.011 -0.015 -0.096
C -4.437568 2.878471 -1.095540 -0.004 -0.043 0.004 -0.076
C -3.246488 2.280112 -1.569665 -0.029 -0.019 -0.032 -0.160
C -2.762402 2.496730 -2.877086 0.015 0.008 0.010 -0.009
C -1.615341 1.887327 -3.294811 0.017 0.039 0.019 -0.034
C -0.933166 1.060598 -2.390682 0.076 -0.025 -0.066 -0.146
N -1.356571 0.843553 -1.167232 -0.022 -0.071 -0.016 0.052
C -2.502443 1.420006 -0.733904 -0.005 -0.021 0.015 -0.150
H -1.966473 -5.407225 3.372134 0.004 0.001 -0.001 0.103
H -1.277688 -4.278178 1.238061 -0.015 0.004 -0.013 0.102
H -2.814983 -4.002027 5.241888 -0.002 0.003 0.000 0.112
H -3.401247 -1.711489 6.105515 0.000 -0.003 -0.002 0.102
H -3.573172 0.710008 5.657639 -0.003 0.003 -0.005 0.099
H -3.040970 1.630557 3.445758 -0.010 0.004 0.014 0.102
H -4.558598 1.475594 1.976954 -0.014 0.006 -0.001 0.090
H -5.779044 3.013547 0.542510 -0.002 -0.004 0.007 0.099
H -4.989625 3.552342 -1.738465 0.001 -0.001 -0.002 0.105
H -3.316374 3.156930 -3.535006 0.000 0.000 0.002 0.119
H -1.205870 2.045114 -4.283637 -0.008 -0.014 -0.004 0.110
H -0.011866 0.566490 -2.670805 -0.056 -0.063 -0.028 0.086
C -0.316589 -3.186596 -3.204562 -0.010 0.009 -0.002 -0.120
S -1.081733 -3.291412 -1.610310 0.065 -0.039 0.084 0.407
O -1.740117 -1.958806 -1.408254 0.256 0.011 0.119 -0.411
O -2.009640 -4.396367 -1.640043 -0.086 0.081 -0.033 -0.327
O -0.004814 -3.407778 -0.620103 0.004 -0.261 -0.073 -0.408
H -0.109655 -4.199323 -3.541648 0.044 0.004 0.019 0.067
H 0.601830 -2.609607 -3.121411 -0.026 0.033 -0.001 0.046
H -1.017182 -2.697760 -3.878194 -0.021 -0.047 -0.014 0.069
C 2.970516 0.140562 1.277109 0.027 0.007 0.002 -0.207
Si 1.625641 -1.059584 1.730600 -0.105 -0.059 -0.058 0.448
C 0.930383 -0.591307 3.410910 0.024 0.003 0.014 -0.202
C 2.159036 -2.837217 1.669358 0.040 -0.003 0.008 -0.200
H 3.835066 -0.063161 1.917924 -0.005 -0.003 0.009 0.045
H 2.650922 1.168764 1.458646 0.021 0.003 -0.003 0.005
H 3.282710 0.041986 0.238324 -0.006 -0.010 -0.006 0.005
H 1.742312 -0.523184 4.141608 0.004 -0.002 -0.008 0.035
H 0.206831 -1.322300 3.776317 0.000 -0.007 -0.005 0.024
H 0.432007 0.380318 3.369458 -0.001 0.001 0.021 0.024
H 2.989050 -3.002180 2.363117 -0.001 -0.006 -0.003 0.037
H 2.479821 -3.088722 0.658259 -0.002 -0.003 -0.003 0.026
H 1.333774 -3.496871 1.942487 0.006 -0.009 -0.008 0.022
F 3.273073 -2.031792 -1.374171 -0.009 0.021 -0.020 0.125
B 2.835181 -1.042681 -2.254607 0.033 -0.019 0.001 -1.298
F 1.512143 -0.633744 -1.870435 0.003 -0.075 0.002 -0.008
F 3.677291 0.084290 -2.174663 -0.018 -0.051 0.016 0.081
F 2.773977 -1.510693 -3.570209 0.003 0.004 0.019 0.116
C 2.474517 5.759992 -2.983838 0.095 0.001 0.060 -0.059
C 2.379676 4.488646 -3.786651 -0.053 0.011 -0.028 -0.301
C 2.577307 4.569950 -5.164865 -0.021 0.014 -0.002 -0.066
C 2.532394 3.447864 -5.977814 -0.005 -0.011 0.002 -0.093
C 2.291267 2.205147 -5.415910 0.007 0.013 -0.010 -0.080
C 2.090114 2.108444 -4.046662 0.051 -0.041 0.024 -0.135
C 2.119819 3.232269 -3.217242 -0.013 -0.011 -0.007 -0.310
Sb 1.786284 2.740573 -1.142508 -0.042 0.252 -0.014 1.632
C 3.152530 4.160670 -0.238006 -0.028 -0.027 0.006 -0.327
C 2.700406 5.209433 0.557620 0.003 0.020 -0.034 -0.132
C 3.588239 6.079570 1.177320 0.008 0.000 0.016 -0.100
C 4.951705 5.903584 1.003175 -0.007 0.001 0.006 -0.101
C 5.412536 4.856203 0.218997 0.009 0.003 -0.008 -0.064
C 4.532360 3.972585 -0.400711 0.014 -0.035 -0.024 -0.312
C 5.067506 2.848033 -1.245979 -0.012 0.007 0.002 -0.062
C 0.015621 3.947411 -0.831972 -0.003 -0.087 0.042 -0.325
C -0.515141 4.774377 -1.815766 0.006 0.047 -0.022 -0.133
C -1.683006 5.495920 -1.601769 -0.009 0.008 -0.010 -0.093
C -2.350427 5.376521 -0.394326 0.036 0.023 0.044 -0.094
C -1.850988 4.529798 0.584589 0.023 0.058 0.004 -0.058
C -0.679066 3.806859 0.381360 0.001 -0.018 0.001 -0.315
C -0.205184 2.854656 1.449695 0.052 0.045 -0.012 -0.076
H 2.254297 6.622417 -3.615176 0.005 0.008 0.011 0.079
H 3.481061 5.888238 -2.577764 0.007 -0.004 0.013 0.086
H 1.789689 5.768134 -2.138841 0.065 0.015 0.003 0.046
H 2.769130 5.542410 -5.606267 0.005 0.000 -0.001 0.103
H 2.691801 3.547031 -7.044826 0.004 0.000 0.000 0.096
H 2.275318 1.311148 -6.026273 -0.009 -0.001 0.004 0.105
H 1.949796 1.124661 -3.614470 -0.020 0.031 -0.018 0.066
H 1.636002 5.376260 0.678144 -0.048 -0.031 0.007 0.090
H 3.212635 6.892043 1.787633 0.002 0.001 0.000 0.095
H 5.656456 6.576251 1.476932 -0.003 0.001 -0.001 0.094
H 6.479480 4.715379 0.083566 -0.002 -0.001 0.000 0.103
H 6.156298 2.813200 -1.208217 0.000 -0.007 0.001 0.077
H 4.768373 2.961196 -2.291355 0.007 -0.002 0.000 0.078
H 4.684901 1.876851 -0.923248 0.005 0.012 -0.008 0.056
H -0.016186 4.854607 -2.775796 -0.086 -0.035 0.037 0.087
H -2.073042 6.137424 -2.383236 -0.004 0.000 -0.005 0.099
H -3.270431 5.920660 -0.219603 0.002 0.000 0.004 0.101
H -2.393514 4.403753 1.514991 0.000 -0.001 -0.008 0.109
H -0.846372 2.903709 2.330409 -0.011 -0.012 0.003 0.081
H 0.818441 3.074244 1.765495 0.041 0.030 0.002 0.070
H -0.229172 1.822044 1.084766 0.023 0.125 0.045 0.027
```
Positions in Å, forces in eV/Å.

- Charge: -1
- 2S+1: 1
- Gap between HOMO and LUMO: 6.799 eV
- LUMO: 2.14 eV

=====

No. 2
Computed, not measured: a structure of composition C43H45ClNOP3S3W, with wB97M-V/def2-TZVPD.

Geometry as XYZ:
```
98
Properties=species:S:1:pos:R:3:forces:R:3:lowdin_charge:R:1
W 0.840979 1.073425 -0.263712 0.078 -0.209 -0.372 1.167
S -1.758102 0.613388 0.336746 0.029 0.052 0.274 0.375
P -1.135633 0.845095 2.227793 -0.372 -0.048 -0.157 0.555
C 0.621848 0.509358 2.098045 0.243 0.014 0.138 -0.963
P 1.168197 -1.198934 1.803062 0.139 -0.047 -0.140 0.539
S 0.679268 -1.589666 -0.103270 0.051 0.175 0.281 0.386
C 0.562519 -2.399594 2.998573 -0.050 0.065 -0.044 -0.356
C 0.452915 -2.055334 4.344912 -0.049 -0.067 -0.023 -0.109
C 0.072166 -3.014020 5.268428 -0.012 0.036 -0.015 -0.061
C -0.199120 -4.309974 4.848811 -0.018 -0.028 0.013 -0.061
C -0.096375 -4.649577 3.508047 0.002 -0.007 -0.029 -0.059
C 0.284080 -3.694189 2.576977 0.006 0.000 0.030 -0.081
C 2.975985 -1.277942 1.993620 -0.130 -0.002 0.061 -0.345
C 3.550921 -1.448815 3.254805 -0.057 0.011 -0.031 -0.087
C 4.926831 -1.515346 3.384322 0.033 -0.005 -0.003 -0.061
C 5.736080 -1.424755 2.258357 0.015 -0.002 0.021 -0.062
C 5.168007 -1.276503 1.003136 -0.054 -0.006 -0.024 -0.061
C 3.788437 -1.205255 0.867936 0.059 -0.003 -0.020 -0.110
C -2.049738 -0.271727 3.314248 0.026 -0.021 -0.064 -0.339
C -2.285926 0.041583 4.651075 -0.051 -0.020 -0.021 -0.070
C -2.969279 -0.856389 5.457796 0.040 0.057 0.015 -0.064
C -3.415059 -2.060979 4.934725 -0.004 -0.034 -0.006 -0.063
C -3.186320 -2.372944 3.601199 0.005 0.005 0.043 -0.059
C -2.507896 -1.479991 2.789050 0.013 0.001 0.032 -0.106
C -1.521765 2.515845 2.842675 0.005 -0.050 0.018 -0.341
C -0.994511 3.085647 4.004219 -0.081 -0.041 -0.061 -0.122
C -1.447994 4.319613 4.442739 0.024 0.002 0.025 -0.060
C -2.438697 4.992692 3.744138 -0.014 -0.002 -0.004 -0.058
C -2.988468 4.420710 2.607767 0.000 0.008 0.020 -0.056
C -2.535470 3.189551 2.161844 0.041 0.018 -0.085 -0.113
H 0.657859 -1.042876 4.671148 -0.008 0.016 0.020 0.093
H -0.017195 -2.748815 6.313512 -0.007 -0.007 0.004 0.115
H -0.496936 -5.057338 5.572457 0.002 -0.005 -0.001 0.112
H -0.311702 -5.658961 3.184045 -0.005 -0.004 0.006 0.112
H 0.359844 -3.949937 1.527021 -0.002 -0.012 -0.001 0.090
H 2.926565 -1.541785 4.132981 0.042 0.011 0.002 0.094
H 5.368777 -1.650628 4.362530 -0.003 -0.003 0.000 0.111
H 6.811833 -1.486118 2.359644 0.001 0.000 0.010 0.111
H 5.795685 -1.224283 0.123349 -0.001 0.004 -0.003 0.113
H 3.342715 -1.092129 -0.112249 0.019 -0.001 -0.007 0.067
H -1.966775 0.992330 5.057092 -0.008 -0.028 0.027 0.097
H -3.165331 -0.607385 6.492373 0.005 0.000 0.000 0.112
H -3.951927 -2.756239 5.566954 -0.005 0.001 -0.003 0.113
H -3.543183 -3.308945 3.192710 0.003 -0.002 -0.005 0.115
H -2.337904 -1.714708 1.745504 0.010 0.004 -0.001 0.081
H -0.238002 2.577949 4.578045 0.060 -0.011 0.041 0.057
H -1.024886 4.753073 5.339111 0.001 0.001 0.000 0.112
H -2.786437 5.956834 4.090344 0.002 0.002 0.000 0.113
H -3.771012 4.932839 2.064291 -0.001 -0.004 -0.008 0.112
H -2.959251 2.753304 1.265559 -0.003 0.014 0.038 0.067
O 2.095799 0.977127 -1.425261 -0.041 0.181 0.009 -0.524
N 2.876001 1.719568 0.973269 0.179 -0.082 0.062 -0.037
C 3.952772 2.062020 0.244399 -0.023 -0.022 0.027 -0.143
C 5.106400 2.574757 0.791332 0.009 0.007 -0.014 -0.035
C 5.174940 2.746058 2.169991 0.022 0.019 -0.069 -0.035
C 4.094263 2.370643 2.931819 -0.092 -0.059 0.086 -0.068
C 2.969356 1.852444 2.290156 0.093 0.183 -0.005 -0.573
S 1.646381 1.330126 3.305307 -0.157 -0.029 -0.034 0.960
H 3.858091 1.895870 -0.818468 -0.016 -0.008 -0.032 0.098
H 5.935592 2.830936 0.147959 0.000 0.003 -0.004 0.116
H 6.062255 3.152120 2.636896 0.003 -0.006 0.003 0.120
H 4.101518 2.448462 4.011128 0.021 0.004 -0.009 0.113
C 0.668426 -1.204057 -3.532650 -0.044 -0.002 -0.059 -0.153
C -0.644502 -0.531839 -3.131454 0.008 -0.004 0.043 -0.393
P -0.417140 1.176346 -2.509918 -0.170 -0.051 0.104 0.870
C 0.579581 2.017074 -3.779319 0.068 -0.085 -0.010 -0.367
C -0.059218 2.049668 -5.165033 0.029 0.003 0.016 -0.114
C -2.062235 1.997514 -2.622897 0.041 0.057 0.031 -0.399
C -3.138608 1.301090 -3.452390 0.025 0.003 0.023 -0.132
H 0.472948 -2.220085 -3.875033 0.006 -0.010 0.026 0.083
H 1.371828 -1.250378 -2.703192 0.033 0.015 -0.037 0.014
H 1.149683 -0.668454 -4.351566 0.005 -0.026 0.008 0.069
H -1.139530 -1.092104 -2.332940 -0.025 0.001 -0.031 0.055
H -1.332070 -0.507832 -3.977432 0.007 0.008 -0.013 0.074
H 1.547226 1.514403 -3.791886 0.003 0.032 -0.009 0.075
H 0.761856 3.025896 -3.409775 0.009 0.050 0.001 0.055
H -0.244792 1.046895 -5.553670 -0.007 0.007 -0.006 0.070
H 0.605403 2.557354 -5.863906 -0.006 -0.005 -0.008 0.082
H -1.003551 2.595102 -5.160900 0.004 -0.004 -0.016 0.067
H -1.846254 2.988734 -3.028142 -0.030 -0.028 -0.007 0.066
H -2.424663 2.154363 -1.607517 0.001 0.030 -0.007 0.012
H -2.831224 1.155604 -4.487712 -0.009 -0.013 0.003 0.065
H -4.039954 1.913946 -3.458953 -0.010 -0.008 -0.009 0.080
H -3.403550 0.330241 -3.033008 0.003 -0.008 -0.013 0.074
Cl 1.386234 6.875179 -4.561993 -0.003 0.005 -0.006 0.675
C 1.117068 5.850387 -3.188517 -0.014 -0.013 0.037 -0.682
C 2.198585 5.284412 -2.529394 0.019 0.004 -0.029 -0.097
C 1.977083 4.446285 -1.450228 -0.053 0.009 -0.026 -0.049
C 0.686993 4.150140 -1.008203 0.022 0.019 0.099 -0.315
C 0.428783 3.196274 0.123619 0.042 -0.050 -0.114 -0.263
C -0.374765 4.776393 -1.656945 -0.011 0.001 -0.034 -0.072
C -0.172924 5.612988 -2.746837 -0.008 0.008 -0.009 -0.104
H 3.203441 5.498556 -2.867695 0.000 0.001 0.004 0.109
H 2.827403 4.007119 -0.947279 0.022 -0.007 0.010 0.093
H -0.628153 3.264431 0.381736 -0.002 0.014 0.024 0.017
H 0.987661 3.502037 1.014235 0.021 0.014 0.005 0.065
H -1.385518 4.606271 -1.302312 0.014 0.010 -0.008 0.112
H -1.007739 6.085765 -3.246807 -0.005 0.002 0.004 0.110
```
Positions in Å, forces in eV/Å.

- Charge: +1
- 2S+1: 2
- Gap between HOMO and LUMO (spin up / spin down): 7.923 / 7.271 eV
- LUMO (spin up / spin down): -2.43 / -3.06 eV

=====

Calculated energy relative to the best compared isomer or geometry (same formula, charge and spin) in order - 0.396 0.000 eV